{
  "formula": "C25H43BeBrN2P2",
  "method": "the ωB97M-V functional and the def2-TZVPD basis",
  "symbols": ["N", "C", "C", "C", "C", "C", "C", "Be", "P", "C", "C", "C", "C", "C", "C", "C", "Br", "H", "H", "H", "H", "H", "H", "H", "H", "H", "H", "P", "C", "C", "H", "H", "H", "H", "H", "C", "C", "H", "H", "H", "H", "H", "C", "C", "H", "H", "H", "H", "H", "C", "C", "H", "H", "H", "H", "H", "C", "C", "H", "H", "H", "H", "H", "C", "C", "H", "H", "H", "H", "H", "N", "H", "H", "H"],
  "xyz": [[1.76566, -3.74663, -6.64736], [2.71672, -3.89915, -5.72991], [2.80307, -3.09134, -4.59185], [1.82991, -2.08073, -4.34696], [0.83584, -1.92675, -5.36338], [0.87409, -2.76688, -6.49258], [1.87395, -1.32183, -3.10206], [1.62027, 0.20234, -1.20910], [-0.81701, -0.30656, 2.97664], [0.72524, -0.85002, -2.35661], [0.02570, -1.85772, -1.48720], [-1.36424, -1.86419, -1.31553], [-1.94634, -2.69959, -0.34578], [-1.18131, -3.60396, 0.42281], [0.21451, -3.60746, 0.21520], [0.80536, -2.77400, -0.75165], [-1.87350, -4.43492, 1.91802], [2.86464, -1.34031, -2.62038], [0.01946, -0.21717, -2.91728], [3.62002, -3.26333, -3.88755], [0.08001, -1.14584, -5.31971], [3.44379, -4.69945, -5.90067], [0.15530, -2.65267, -7.30430], [-1.96795, -1.18633, -1.93309], [1.87779, -2.89104, -1.00448], [-3.01196, -2.65962, -0.16043], [0.84704, -4.25330, 0.82155], [0.59728, 2.09176, -0.73990], [-1.17450, -1.53534, 4.37439], [-2.44060, -1.53578, 5.22791], [-0.30903, -1.41099, 5.04069], [-1.08370, -2.52172, 3.88930], [-2.42935, -2.45223, 5.84050], [-2.48008, -0.67871, 5.91167], [-3.39044, -1.54668, 4.67779], [-2.56931, 0.14327, 2.56511], [-3.41759, 1.05211, 3.44014], [-3.06122, -0.83329, 2.49525], [-2.51294, 0.55170, 1.54191], [-4.31846, 1.30967, 2.86947], [-3.76492, 0.56194, 4.35421], [-2.92662, 1.98737, 3.73238], [-0.30153, 1.16957, 4.02329], [-0.65272, 1.29531, 5.50306], [-0.68885, 2.04109, 3.47711], [0.79865, 1.16399, 3.93282], [-0.13434, 2.18907, 5.87759], [-1.72659, 1.44536, 5.67756], [-0.32121, 0.43560, 6.09672], [1.39898, 3.31399, 0.39049], [1.24611, 4.76627, -0.07506], [2.46663, 3.05456, 0.49532], [0.94252, 3.18329, 1.38823], [1.88978, 4.99299, -0.93721], [0.20856, 5.01281, -0.34222], [1.54057, 5.44920, 0.73328], [-1.13072, 2.68472, -0.74594], [-2.11544, 1.79809, -1.49801], [-1.15270, 3.70886, -1.15025], [-1.44603, 2.77394, 0.30917], [-1.88376, 1.75483, -2.56895], [-2.14694, 0.77550, -1.10469], [-3.13059, 2.20260, -1.40508], [1.41166, 2.48202, -2.35059], [2.88487, 2.05354, -2.32653], [1.28489, 3.55557, -2.54932], [0.85642, 1.95160, -3.14310], [3.39696, 2.50114, -3.18960], [3.42363, 2.39476, -1.42505], [3.02835, 0.94876, -2.42205], [2.08259, -0.26156, 0.37097], [3.09288, -0.26134, 0.57640], [1.69782, -1.19401, 0.55732], [1.62497, 0.37330, 1.03714]],
  "atomic_forces_ev_per_a": [[0.2, 0.2, 0.1], [-0.1, 0.0, 0.5], [0.5, 0.3, 0.2], [0.1, 1.0, -0.7], [0.1, -0.4, -0.2], [-0.2, 0.5, 0.8], [-0.8, -2.6, -1.3], [-1.8, 0.5, 1.5], [-1.1, 0.2, 1.9], [1.1, 1.8, -0.4], [0.3, -0.8, 1.0], [0.3, 0.1, 0.2], [0.3, -0.5, 0.0], [1.2, 2.1, -1.0], [-0.1, 0.0, -0.4], [-0.5, -0.6, 0.0], [-0.4, -0.6, 0.2], [-0.3, -0.6, 0.0], [0.0, -0.9, -0.4], [-0.2, 0.1, -0.2], [0.1, -0.1, 0.1], [-0.3, 0.3, 0.1], [0.1, 0.0, 0.3], [0.1, -0.4, 0.4], [-0.6, 0.1, 0.5], [0.0, 0.1, -0.1], [-0.2, 0.0, -0.2], [0.3, 0.9, -0.3], [0.8, -0.4, -0.7], [-0.3, 0.1, 0.3], [-0.1, -0.3, -0.2], [0.1, 0.3, 0.3], [0.0, 0.4, -0.1], [0.0, -0.3, -0.2], [0.4, -0.1, -0.1], [0.3, -0.2, -0.7], [-0.4, 0.2, 0.1], [-0.1, 0.1, -0.3], [-0.3, -0.1, 0.2], [0.1, 0.1, 0.2], [0.2, 0.1, -0.2], [0.0, -0.2, -0.2], [0.5, -0.3, -0.6], [-0.1, 0.3, 0.1], [0.3, 0.0, 0.1], [-0.3, 0.3, 0.0], [-0.2, -0.3, 0.1], [0.3, -0.1, -0.1], [0.0, 0.2, -0.2], [0.2, -0.3, 0.3], [0.0, 0.3, 0.0], [-0.4, 0.1, 0.1], [0.2, 0.0, -0.3], [-0.2, -0.1, 0.2], [0.4, 0.0, 0.1], [-0.1, -0.2, -0.2], [-0.4, 0.0, 0.0], [-0.3, -0.1, -0.2], [0.1, -0.4, 0.0], [0.3, -0.1, -0.3], [0.0, 0.0, 0.1], [0.1, 0.3, 0.0], [0.2, 0.0, -0.1], [-0.8, 0.6, -0.3], [0.1, 0.4, 0.2], [0.3, -0.3, -0.1], [0.2, 0.2, 0.2], [0.0, -0.4, 0.2], [-0.3, -0.1, -0.4], [0.0, 0.3, 0.0], [1.1, -0.1, -0.1], [-0.5, -0.2, 0.2], [0.1, 0.0, 0.2], [0.2, -0.4, -0.1]],
  "lowdin_charge": [0.1207, -0.0807, 0.0358, -0.1620, 0.0503, -0.0766, 0.0770, 0.1668, 0.9438, -0.2243, -0.2407, -0.0198, -0.0815, -0.7004, -0.0973, -0.0808, 0.8669, 0.1235, 0.1147, 0.1289, 0.1238, 0.1337, 0.1295, 0.1159, 0.1262, 0.1124, 0.1138, 1.0052, -0.4249, -0.1434, 0.0651, 0.0018, 0.0859, 0.0607, 0.0657, -0.4474, -0.1405, 0.0650, 0.0379, 0.0802, 0.0611, 0.0639, -0.4503, -0.1475, 0.0524, 0.0522, 0.0816, 0.0646, 0.0696, -0.3696, -0.1228, 0.0802, 0.0842, 0.0787, 0.0705, 0.0938, -0.3618, -0.1374, 0.0914, 0.0971, 0.0766, 0.0418, 0.0934, -0.3728, -0.1072, 0.0962, 0.0841, 0.1135, 0.0869, 0.0593, 0.1076, 0.1261, 0.0658, 0.0461],
  "largest_force_ha_per_bohr": 0.059,
  "e_lumo_ev": [-8.8, -8.8],
  "orbital_gap_ha": [0.1670, 0.1670],
  "e_above_lowest_kj_mol": 46.1,
  "e_homo_ha": [-0.4911, -0.4911],
  "charge": 2
}